Molecular formula: C30H46N2O8
Method: DFT, ωB97M-V/def2-TZVPD

```
! RIJCOSX wB97M-V def2-TZVPD def2/J DEFGRID3
* xyz 0 1
C 3.26 -0.38 1.26
C 2.54 -0.18 -0.18
C 2.53 1.35 -0.68
C 1.02 1.95 -0.88
C 0.55 2.41 0.60
C -0.73 3.42 0.56
C -2.03 2.59 1.11
C -3.19 3.57 1.67
C -4.28 2.78 2.60
C -4.26 1.26 2.08
C -3.63 0.07 2.83
C -3.60 -1.40 2.26
O -3.02 -2.49 2.95
C -4.24 -1.65 0.88
C -4.93 -0.43 0.14
C -4.96 1.01 0.69
C -5.61 -0.76 -1.29
O -6.68 -0.23 -1.65
C -4.80 -1.86 -2.16
C -4.75 -1.59 -3.74
N -4.72 -0.09 -3.94
C -4.16 -2.97 -1.48
C -3.30 -4.08 -2.29
O -1.99 -4.20 -1.60
N -1.43 -2.97 -1.48
O -1.14 -2.72 -0.35
C -4.26 -3.07 0.13
O -4.36 -4.15 0.75
H 3.67 -1.45 1.33
H 4.17 0.31 1.39
H 2.52 -0.28 2.14
H 3.18 -0.76 -0.93
H 1.50 -0.67 -0.17
H 3.09 1.48 -1.68
H 3.02 1.97 0.15
H 0.37 1.08 -1.29
H 1.00 2.80 -1.65
H 0.34 1.44 1.17
H 1.38 2.98 1.15
H -0.89 3.84 -0.49
H -0.60 4.31 1.29
H -2.38 1.96 0.20
H -1.61 1.92 1.95
H -3.77 4.04 0.79
H -2.65 4.38 2.27
H -5.35 3.15 2.42
H -3.92 2.90 3.67
H -3.14 0.23 3.86
H -2.04 -2.44 2.95
H -5.47 1.85 0.10
H -5.71 -1.96 -4.26
H -3.80 -1.98 -4.25
H -5.67 0.30 -3.92
H -4.09 0.36 -3.28
H -3.78 -5.11 -2.33
H -3.06 -3.78 -3.37
C -7.86 -5.82 -2.32
C -7.40 -4.58 -3.03
C -8.20 -3.32 -2.83
O -6.41 -4.58 -3.75
H -7.19 -6.64 -2.56
H -7.85 -5.66 -1.24
H -8.87 -6.08 -2.65
H -8.20 -3.05 -1.77
H -9.23 -3.47 -3.18
H -7.75 -2.51 -3.40
C 7.18 1.65 1.45
C 6.92 2.52 0.25
C 8.11 3.04 -0.51
O 5.78 2.79 -0.09
H 6.23 1.34 1.90
H 7.73 0.75 1.15
H 7.76 2.20 2.20
H 8.69 2.21 -0.90
H 8.72 3.66 0.15
H 7.76 3.65 -1.34
C 12.27 0.87 1.64
C 10.93 1.44 2.04
C 10.78 1.87 3.48
O 10.02 1.54 1.25
H 12.24 0.60 0.58
H 13.05 1.61 1.78
H 12.48 -0.03 2.22
H 11.49 2.66 3.71
H 10.93 1.02 4.14
H 9.77 2.26 3.63
*
```

Calculated values
Relative energy (zero: lowest compared OMol25 entry of this formula, charge and spin), kcal/mol: 183.4
Energy, Eh: -1881.73658
HOMO energy, eV: -8.818
SMILES string: CCCCCCCCCc1cc(O)c2c(c1)C(=O)C(CN)=C(CON=O)C2=O.CC(C)=O.CC(C)=O.CC(C)=O
Kohn-Sham gap, eV: 7.86

Just the Mulliken charges please, in e? Sure, here they are: number 1, C, carries -0.5738; number 2, C, carries -0.2123; number 3, C, carries -0.3138; number 4, C, carries -0.6096; number 5, C, carries -0.3502; number 6, C, carries -0.6428; number 7, C, carries -0.2217; number 8, C, carries -0.5857; number 9, C, carries -0.9358; number 10, C, carries 0.5920; number 11, C, carries -0.5872; number 12, C, carries -0.2136; number 13, O, carries -0.5153; number 14, C, carries 0.5823; number 15, C, carries 0.7912; number 16, C, carries -0.6544; number 17, C, carries -0.0017; number 18, O, carries -0.5990; number 19, C, carries 0.6170; number 20, C, carries -0.0529; number 21, N, carries -0.7527; number 22, C, carries -0.1570; number 23, C, carries -0.4776; number 24, O, carries -0.2145; number 25, N, carries 0.0759; number 26, O, carries -0.2379; number 27, C, carries 0.0327; number 28, O, carries -0.5800; number 29, H, carries 0.3345; number 30, H, carries -0.1267; number 31, H, carries 0.2403; number 32, H, carries 0.3383; number 33, H, carries 0.0128; number 34, H, carries 0.3327; number 35, H, carries 0.1038; number 36, H, carries 0.1222; number 37, H, carries 0.4137; number 38, H, carries 0.0716; number 39, H, carries 0.2991; number 40, H, carries 0.3396; number 41, H, carries 0.3613; number 42, H, carries 0.0946; number 43, H, carries 0.1859; number 44, H, carries 0.2226; number 45, H, carries 0.4022; number 46, H, carries 0.3140; number 47, H, carries 0.2936; number 48, H, carries 0.3217; number 49, H, carries 0.3473; number 50, H, carries 0.3097; number 51, H, carries 0.0990; number 52, H, carries 0.3463; number 53, H, carries 0.2986; number 54, H, carries 0.2748; number 55, H, carries 0.1786; number 56, H, carries 0.3221; number 57, C, carries -1.2695; number 58, C, carries 0.9521; number 59, C, carries -0.9929; number 60, O, carries -0.5521; number 61, H, carries 0.3181; number 62, H, carries 0.3213; number 63, H, carries 0.3813; number 64, H, carries 0.2694; number 65, H, carries 0.4615; number 66, H, carries 0.1193; number 67, C, carries -0.5503; number 68, C, carries 0.6519; number 69, C, carries -0.9818; number 70, O, carries -0.5592; number 71, H, carries 0.1778; number 72, H, carries 0.2817; number 73, H, carries 0.0412; number 74, H, carries 0.2689; number 75, H, carries 0.2568; number 76, H, carries 0.3573; number 77, C, carries -1.1410; number 78, C, carries 0.7589; number 79, C, carries -1.0507; number 80, O, carries -0.4368; number 81, H, carries 0.2865; number 82, H, carries 0.3404; number 83, H, carries 0.3442; number 84, H, carries 0.3328; number 85, H, carries 0.3337; number 86, H, carries 0.2236

=====

Molecular formula: C30H46N4O5P2
Method: DFT, ωB97M-V/def2-TZVPD

```
! RIJCOSX wB97M-V def2-TZVPD def2/J DEFGRID3
* xyz 0 1
C 3.53 0.63 -0.38
C 4.22 0.17 0.91
C 4.84 -1.23 0.74
C 3.34 0.30 2.15
N 1.97 -0.21 2.01
C 0.96 0.61 1.47
O 0.74 1.73 1.87
C 0.22 -0.23 0.46
C -0.74 0.13 -0.45
C -1.23 1.56 -0.43
C -2.64 1.72 0.23
C -3.61 2.54 -0.62
O -3.18 0.46 0.61
C -1.25 -0.88 -1.31
P -2.53 -0.35 -2.50
C -1.91 1.18 -3.33
C -2.55 -1.40 -4.00
C -0.83 -2.24 -1.12
P -1.50 -3.75 -1.91
C -0.86 -4.08 -3.59
C -3.34 -3.76 -1.85
C 0.14 -2.55 -0.15
C 0.63 -3.94 0.11
C 1.51 -4.58 -0.75
C 1.91 -5.87 -0.43
C 1.41 -6.46 0.72
N 0.59 -5.85 1.57
C 0.22 -4.61 1.26
C 0.67 -1.53 0.61
C 1.73 -1.55 1.65
O 2.27 -2.49 2.18
H 2.88 -0.14 -0.79
H 4.27 0.94 -1.11
H 2.90 1.50 -0.18
H 5.06 0.85 1.07
H 4.98 -1.72 1.70
H 5.79 -1.16 0.20
H 4.17 -1.87 0.15
H 3.79 -0.21 3.00
H 3.25 1.35 2.43
H -0.55 2.11 0.22
H -1.18 2.04 -1.39
H -2.50 2.26 1.17
H -4.22 3.18 0.02
H -4.31 1.89 -1.16
H -3.10 3.19 -1.32
H -3.93 0.26 0.04
H -2.19 1.13 -4.38
H -2.33 2.07 -2.88
H -0.82 1.22 -3.30
H -1.56 -1.60 -4.40
H -3.06 -0.78 -4.75
H -3.13 -2.30 -3.89
H 0.04 -3.51 -3.78
H -1.56 -3.84 -4.39
H -0.64 -5.14 -3.66
H -3.79 -2.78 -1.71
H -3.72 -4.23 -2.76
H -3.63 -4.39 -1.01
H 1.86 -4.09 -1.65
H 2.60 -6.42 -1.06
H 1.70 -7.48 0.96
H -0.44 -4.11 1.95
C -1.66 7.55 -3.68
N -2.27 6.30 -3.29
C -3.52 6.09 -2.78
C -4.40 7.30 -2.60
O -3.90 4.97 -2.49
H -1.38 7.53 -4.73
H -0.75 7.73 -3.09
H -2.34 8.37 -3.52
H -1.73 5.45 -3.38
H -5.35 6.97 -2.20
H -3.95 8.02 -1.91
H -4.58 7.80 -3.55
C 2.08 0.77 6.07
N 2.88 0.30 7.18
C 3.50 -0.90 7.33
C 3.34 -1.90 6.20
O 4.15 -1.15 8.32
H 2.53 1.66 5.63
H 1.07 1.01 6.40
H 2.01 0.00 5.30
H 3.02 0.93 7.96
H 3.88 -2.80 6.47
H 2.29 -2.16 6.05
H 3.74 -1.51 5.27
*
```

Calculated values
Energy, Eh: -2448.68423
HOMO energy, eV: -7.502
SMILES string: CC(C)CN1C(=O)c2c(C[C@@H](C)O)c(P(C)C)c(P(C)C)c(-c3cccnc3)c2C1=O.CNC(C)=O.CNC(C)=O
Kohn-Sham gap, eV: 7.05

Just the Mulliken charges please, in e? Sure, here they are: number 1, C, carries -1.4533; number 2, C, carries 0.7177; number 3, C, carries -1.3351; number 4, C, carries -1.1519; number 5, N, carries 0.5334; number 6, C, carries -0.0975; number 7, O, carries -0.6348; number 8, C, carries 0.5506; number 9, C, carries 0.0057; number 10, C, carries -2.1676; number 11, C, carries 0.1806; number 12, C, carries -1.1192; number 13, O, carries -0.6568; number 14, C, carries 1.0526; number 15, P, carries 0.5047; number 16, C, carries -0.9925; number 17, C, carries -1.1087; number 18, C, carries 0.6336; number 19, P, carries 0.6268; number 20, C, carries -1.3773; number 21, C, carries -1.3055; number 22, C, carries -0.2217; number 23, C, carries -0.2446; number 24, C, carries -0.1809; number 25, C, carries -0.7775; number 26, C, carries -0.3156; number 27, N, carries -0.6780; number 28, C, carries -0.2653; number 29, C, carries 0.0603; number 30, C, carries -0.4036; number 31, O, carries -0.6289; number 32, H, carries 0.2049; number 33, H, carries 0.5160; number 34, H, carries 0.2953; number 35, H, carries 0.5542; number 36, H, carries 0.3133; number 37, H, carries 0.4233; number 38, H, carries 0.2426; number 39, H, carries -0.0564; number 40, H, carries 0.5870; number 41, H, carries 0.6031; number 42, H, carries 0.7648; number 43, H, carries 0.5858; number 44, H, carries 0.3855; number 45, H, carries 0.3130; number 46, H, carries 0.0389; number 47, H, carries 0.4072; number 48, H, carries 0.5432; number 49, H, carries -0.0687; number 50, H, carries 0.3870; number 51, H, carries 0.3194; number 52, H, carries 0.5172; number 53, H, carries 0.2902; number 54, H, carries 0.3782; number 55, H, carries 0.4337; number 56, H, carries 0.3788; number 57, H, carries 0.4011; number 58, H, carries 0.3963; number 59, H, carries 0.3425; number 60, H, carries 0.5073; number 61, H, carries 0.3977; number 62, H, carries 0.3806; number 63, H, carries 0.4622; number 64, C, carries -0.8884; number 65, N, carries -0.1333; number 66, C, carries 0.8758; number 67, C, carries -1.4335; number 68, O, carries -0.6203; number 69, H, carries 0.2942; number 70, H, carries 0.2926; number 71, H, carries 0.3299; number 72, H, carries 0.1879; number 73, H, carries 0.2878; number 74, H, carries 0.3880; number 75, H, carries 0.3939; number 76, C, carries -0.4695; number 77, N, carries -0.1312; number 78, C, carries 0.6596; number 79, C, carries -0.9079; number 80, O, carries -0.6572; number 81, H, carries 0.2681; number 82, H, carries 0.2927; number 83, H, carries -0.0157; number 84, H, carries 0.2158; number 85, H, carries 0.3317; number 86, H, carries 0.3296; number 87, H, carries 0.1141

=====

Molecular formula: C30H47BBiO2P2
Method: DFT, ωB97M-V/def2-TZVPD

```
! RIJCOSX wB97M-V def2-TZVPD def2/J DEFGRID3
* xyz 1 1
Bi -0.07 -0.46 -4.00
C -0.67 -2.52 1.52
C 0.68 -2.67 1.13
C 0.57 -1.00 2.69
C -0.73 -1.50 2.50
C 1.45 -1.71 1.84
C -1.82 -3.29 1.01
H -1.57 -3.81 0.08
H -2.68 -2.64 0.82
H -2.15 -4.05 1.72
C -1.94 -1.03 3.19
H -2.73 -1.78 3.14
H -2.33 -0.11 2.74
H -1.73 -0.81 4.24
C 0.95 0.06 3.64
H 0.39 -0.02 4.57
H 0.74 1.06 3.24
H 2.01 0.02 3.88
C 2.91 -1.53 1.75
H 3.46 -2.14 2.48
H 3.19 -0.49 1.93
H 3.28 -1.80 0.76
C 1.22 -3.69 0.21
H 1.59 -4.58 0.75
H 2.06 -3.30 -0.37
H 0.46 -4.03 -0.49
C -1.50 1.04 -6.18
C -1.77 -0.28 -5.92
C -1.11 -1.49 -6.56
C 0.45 -1.46 -6.74
C 1.31 -0.82 -5.67
C 1.31 0.67 -5.33
C 0.92 1.77 -6.32
C -0.44 1.55 -7.07
H -1.57 -1.62 -7.57
H 0.64 -0.97 -7.70
H -1.50 -2.37 -6.02
H -0.28 0.89 -7.94
H -2.25 1.76 -5.83
H -2.83 -0.50 -5.64
H -0.74 2.53 -7.51
H 0.91 2.76 -5.82
H 2.25 0.89 -4.77
H 1.73 1.85 -7.06
H 0.76 -2.51 -6.88
H 2.32 -1.24 -5.42
P -2.26 1.82 -2.81
P 1.58 2.66 -2.30
C -1.06 2.97 -3.70
C 0.19 3.65 -3.05
H -1.68 3.78 -4.12
H -0.68 2.44 -4.59
H 0.78 4.19 -3.82
H -0.10 4.41 -2.30
C 1.99 3.77 -0.94
H 3.05 3.61 -0.72
H 1.38 3.59 -0.06
H 1.84 4.78 -1.33
C 3.12 3.02 -3.24
H 2.83 3.71 -4.03
H 3.51 2.08 -3.67
H 3.87 3.48 -2.57
C -3.71 2.79 -2.38
H -4.52 2.08 -2.19
H -3.98 3.47 -3.20
H -3.43 3.35 -1.47
C -2.96 0.13 -3.14
H -3.00 -0.46 -2.21
H -2.32 -0.47 -3.80
H -3.94 0.20 -3.62
O -2.51 0.58 -0.21
B -1.56 1.21 -1.09
O -0.45 1.74 -0.47
C -0.94 1.91 0.82
C -0.47 2.86 1.71
C -1.43 3.44 2.57
C -2.79 3.10 2.46
C -3.22 2.03 1.64
C -2.25 1.36 0.90
H 0.60 3.14 1.73
H -1.08 4.23 3.26
H -3.54 3.67 3.01
H -4.29 1.82 1.50
*
```

Calculated values
Relative energy (zero: lowest compared OMol25 entry of this formula, charge and spin), kcal/mol: 100.5
Energy, Eh: -2243.53162
HOMO energy (alpha / beta), eV: -8.871 / -8.527
Kohn-Sham gap (alpha / beta), eV: 5.63 / 5.35

Just the Mulliken charges please, in e? Sure, here they are: number 1, Bi, carries 0.4807; number 2, C, carries 0.6370; number 3, C, carries 0.4708; number 4, C, carries 0.4581; number 5, C, carries 0.7860; number 6, C, carries 0.6005; number 7, C, carries -1.6153; number 8, H, carries 0.3918; number 9, H, carries 0.3016; number 10, H, carries 0.3213; number 11, C, carries -1.2646; number 12, H, carries 0.4181; number 13, H, carries 0.0123; number 14, H, carries 0.3876; number 15, C, carries -1.4196; number 16, H, carries 0.3599; number 17, H, carries 0.0705; number 18, H, carries 0.4573; number 19, C, carries -1.5943; number 20, H, carries 0.2821; number 21, H, carries 0.4100; number 22, H, carries 0.3864; number 23, C, carries -1.6838; number 24, H, carries 0.2933; number 25, H, carries 0.3632; number 26, H, carries 0.3424; number 27, C, carries -0.2107; number 28, C, carries -1.0600; number 29, C, carries -0.8613; number 30, C, carries -1.0463; number 31, C, carries -0.4975; number 32, C, carries 0.4497; number 33, C, carries -1.0422; number 34, C, carries -0.7128; number 35, H, carries 0.3580; number 36, H, carries 0.2981; number 37, H, carries 0.3793; number 38, H, carries 0.2923; number 39, H, carries 0.8457; number 40, H, carries 0.6660; number 41, H, carries 0.3669; number 42, H, carries 0.1625; number 43, H, carries 0.2624; number 44, H, carries 0.5083; number 45, H, carries 0.3738; number 46, H, carries 0.5292; number 47, P, carries 1.1967; number 48, P, carries 0.9639; number 49, C, carries 1.5405; number 50, C, carries -2.0498; number 51, H, carries 0.7317; number 52, H, carries -2.0910; number 53, H, carries 0.8278; number 54, H, carries 0.6848; number 55, C, carries -0.9778; number 56, H, carries 0.4800; number 57, H, carries -0.1452; number 58, H, carries 0.3890; number 59, C, carries -1.2589; number 60, H, carries 0.3165; number 61, H, carries 0.2827; number 62, H, carries 0.4873; number 63, C, carries -1.4344; number 64, H, carries 0.4520; number 65, H, carries 0.4965; number 66, H, carries 0.3431; number 67, C, carries -1.3503; number 68, H, carries 0.3353; number 69, H, carries 0.1231; number 70, H, carries 0.5823; number 71, O, carries -0.8079; number 72, B, carries 0.7292; number 73, O, carries -0.2489; number 74, C, carries 1.7256; number 75, C, carries -1.3062; number 76, C, carries -0.7795; number 77, C, carries -0.6405; number 78, C, carries -0.9638; number 79, C, carries -0.2249; number 80, H, carries 0.5002; number 81, H, carries 0.4437; number 82, H, carries 0.4167; number 83, H, carries 0.5152

=====

Number 1: F_max 0.0865 hartree/bohr. Number 2: F_max 0.0375 hartree/bohr. Number 3: F_max 0.0627 hartree/bohr.